A cluster of 7 separate species, C41H39F6NO6S in total. Source: the OMol25 dataset; level of theory: ωB97M-V/def2-TZVPD.

Each line ends with the Löwdin charge.
Element x y z (Å)
O  2.007504  -1.050701  0.286981  0.046
N  1.103545  -0.623049  -0.380546  0.022
O  1.612208  0.431827  -1.062886  0.047
C  0.740281  0.883000  -2.107840  -0.354
O  1.281147  1.350529  -3.147101  0.131
O  -0.678561  0.809045  -2.104379  0.036
C  -1.264325  1.827765  -1.253630  -0.489
O  -1.906830  2.807151  -2.104153  0.026
O  -0.286376  2.567689  -0.477184  0.025
C  -2.323570  1.070060  -0.281603  -0.090
C  -3.738558  0.757478  -0.983583  -0.215
C  -4.093291  -0.823122  -1.177794  -0.525
S  -2.792630  -1.812277  -2.078954  0.696
H  -1.505904  3.687189  -1.901463  0.093
H  -0.314848  2.181472  0.437111  0.127
H  -1.845035  0.047489  -0.013765  0.116
H  -2.467959  1.632042  0.706732  0.107
H  -4.544402  1.237713  -0.300753  0.116
H  -3.873293  1.231020  -2.013210  0.114
H  -4.420035  -1.326052  -0.206699  0.077
H  -5.020045  -0.824169  -1.874923  0.081
H  -3.239481  -1.876222  -3.389950  -0.113
F  -1.799866  -5.981952  -2.539409  0.059
C  -0.757457  -5.750791  -1.725600  -0.284
C  -0.044794  -6.823219  -1.211550  -0.019
C  1.038543  -6.584158  -0.372283  -0.086
C  1.389514  -5.275955  -0.048532  -0.087
C  0.663065  -4.207246  -0.567083  -0.073
C  -0.412965  -4.444049  -1.414851  -0.024
H  -0.338395  -7.834600  -1.468421  0.115
H  1.608294  -7.415627  0.029818  0.091
H  2.232389  -5.089938  0.610212  0.103
H  0.934754  -3.193940  -0.310780  0.068
H  -0.988075  -3.624280  -1.837482  0.027
F  -1.524664  6.290550  -2.919395  0.040
C  -2.124990  6.190995  -4.118616  -0.277
C  -3.233465  6.977058  -4.392209  -0.017
C  -3.851398  6.877584  -5.634622  -0.084
C  -3.359981  5.985337  -6.584795  -0.097
C  -2.249003  5.197381  -6.296642  -0.077
C  -1.624084  5.304402  -5.058590  -0.010
H  -3.606507  7.659651  -3.637197  0.115
H  -4.714896  7.493561  -5.862231  0.104
H  -3.845368  5.905087  -7.552382  0.101
H  -1.870018  4.499977  -7.036194  0.107
H  -0.752893  4.705083  -4.820296  0.121
F  -2.177276  4.985231  -0.471921  0.054
C  -1.875796  6.004134  0.349683  -0.268
C  -1.777615  5.774127  1.713155  -0.015
C  -1.460560  6.829560  2.562650  -0.083
C  -1.255999  8.104531  2.039414  -0.098
C  -1.362151  8.323904  0.668466  -0.075
C  -1.668303  7.266442  -0.182133  -0.010
H  -1.948505  4.776851  2.102696  0.110
H  -1.373662  6.659491  3.630596  0.104
H  -1.012977  8.928316  2.703269  0.100
H  -1.206389  9.318049  0.262777  0.106
H  -1.746211  7.416578  -1.249567  0.094
F  3.090301  -2.233059  5.140781  0.060
C  4.082901  -1.966083  4.277461  -0.289
C  5.398747  -2.052100  4.705229  -0.022
C  6.427694  -1.780349  3.808987  -0.086
C  6.128627  -1.415160  2.498215  -0.096
C  4.803317  -1.327015  2.080901  -0.081
C  3.774189  -1.609616  2.973968  -0.020
H  5.611891  -2.329701  5.731044  0.115
H  7.461135  -1.852182  4.131176  0.104
H  6.932038  -1.199022  1.800997  0.101
H  4.571977  -1.038530  1.061019  0.095
H  2.737259  -1.554864  2.664268  0.098
F  3.579433  -9.387667  0.782579  0.057
C  4.573608  -9.174570  -0.094168  -0.290
C  5.887021  -9.366513  0.305568  -0.019
C  6.916665  -9.150462  -0.604896  -0.084
C  6.621355  -8.734549  -1.901377  -0.099
C  5.298794  -8.540206  -2.289896  -0.081
C  4.268606  -8.766764  -1.383097  -0.020
H  6.097731  -9.682313  1.320759  0.116
H  7.947689  -9.305105  -0.304960  0.104
H  7.425537  -8.561964  -2.609747  0.100
H  5.070486  -8.212308  -3.298582  0.106
H  3.232824  -8.628995  -1.671049  0.109
F  -2.518540  0.670658  2.545620  0.036
C  -3.018630  1.267773  3.641652  -0.286
C  -4.388325  1.449440  3.752422  -0.016
C  -4.906300  2.062907  4.888572  -0.078
C  -4.047460  2.497175  5.895768  -0.094
C  -2.673125  2.313787  5.771212  -0.081
C  -2.155461  1.690513  4.640338  -0.018
H  -5.040254  1.112343  2.954638  0.115
H  -5.977249  2.203196  4.989104  0.107
H  -4.452102  2.979635  6.779856  0.103
H  -2.005314  2.656197  6.554672  0.107
H  -1.088899  1.531466  4.530604  0.117

Cartesian forces (eV/Å) of the 6 atoms listed first:
-2.19 0.25 -0.78
2.24 -1.38 1.96
-1.88 1.44 -2.24
0.87 2.58 -5.64
-1.82 -2.29 5.08
3.07 0.47 1.81

## Properties
HOMO-LUMO gap, eV: 8.224
Highest occupied orbital energy, eV: -8.973
Molar mass, g/mol: 787.82
SMILES string: O=NOC(=O)OC(O)(O)CCCS.Fc1ccccc1.Fc1ccccc1.Fc1ccccc1.Fc1ccccc1.Fc1ccccc1.Fc1ccccc1
E_LUMO, eV: -0.75

A structure of composition C41H39HgN6O4Te. Source: the OMol25 dataset; level of theory: ωB97M-V/def2-TZVPD.

Each line ends with the Mulliken spin population.
Element x y z (Å)
Hg  13.810179  10.063959  11.026968  0.006
C  14.887441  6.057244  15.719973  -0.002
O  15.099405  7.399042  15.600843  -0.007
C  13.962220  8.395727  15.737086  -0.003
C  13.567146  8.828439  17.019723  0.002
C  12.949459  9.993090  17.096427  0.002
C  12.587722  10.734818  16.094704  -0.001
C  12.734816  10.296192  14.771116  -0.011
C  12.059111  10.851205  13.608511  0.003
N  12.113845  10.722255  12.336089  0.000
N  10.918169  10.830578  11.473971  0.001
C  10.949440  10.577868  10.154513  0.002
O  12.064218  10.122245  9.675574  -0.001
C  9.623167  10.849118  9.521579  -0.001
C  8.530927  11.341041  10.032975  0.001
C  7.227821  11.385840  9.376467  0.000
C  7.083273  10.675794  8.257504  0.000
C  8.177586  10.282044  7.515390  -0.001
C  9.418522  10.295804  7.998903  0.001
C  13.616202  9.158069  14.588593  -0.005
O  14.356651  9.021800  13.672285  0.005
H  13.661679  6.131760  15.485151  0.001
H  15.364869  6.042983  14.622455  0.000
H  14.995486  5.769338  16.660560  0.001
H  13.863185  8.719169  18.276468  0.001
H  12.765305  10.533382  18.024327  0.000
H  12.237746  11.777099  16.029875  0.000
H  11.186727  11.703867  13.636968  0.000
H  8.172776  11.921417  11.071132  0.000
H  6.502612  11.556680  10.213757  0.000
H  6.249790  10.801631  7.835810  0.000
H  8.184209  9.780676  6.644389  0.000
H  10.517515  9.637939  7.846502  0.001
C  18.445502  5.111532  12.185039  -0.001
C  18.001468  6.388657  11.545475  0.010
C  18.539137  7.689952  11.923393  -0.001
C  18.109508  8.883468  11.381919  0.003
C  18.483125  10.273775  11.670583  0.000
C  17.038736  8.734326  10.301074  -0.005
Te  16.092631  10.484086  9.710035  0.000
C  16.438940  7.544555  10.071085  -0.001
C  15.518960  7.317391  8.942027  0.035
C  16.892651  6.386539  10.664973  -0.025
H  17.827943  4.401975  12.712426  0.000
H  19.699433  5.115431  12.637215  0.000
H  18.780584  4.454732  11.375037  0.000
H  19.197520  7.593791  12.589119  0.000
H  19.424598  10.366526  12.436384  0.000
H  17.868562  11.052380  11.961826  0.000
H  19.009257  10.912273  10.621542  0.000
H  15.883875  6.222119  8.212674  0.000
H  15.529354  8.188694  8.135388  -0.001
H  14.358884  7.389874  9.076846  0.000
H  16.462862  5.384751  10.764110  0.007
N  9.626177  5.030456  8.622460  0.184
C  10.343598  5.598368  9.426967  -0.030
C  11.311935  5.934938  10.263764  0.241
C  12.270009  4.996549  10.772384  0.063
C  13.307906  5.439412  11.510831  -0.030
C  13.525511  6.861543  11.755785  0.475
N  12.860789  7.707374  10.969893  -0.057
C  11.741371  7.390855  10.408572  0.069
H  12.251125  4.182041  10.473914  0.011
H  14.074387  4.717875  11.327356  0.025
H  14.381788  6.974047  12.432259  0.037
H  10.704873  8.197012  9.665979  -0.007
C  17.111453  8.489941  17.988272  0.000
N  17.152371  9.922400  17.659784  0.000
N  16.304433  10.711526  18.452469  0.000
C  15.699663  11.812002  17.701872  0.000
O  15.170087  12.759204  18.278856  0.000
C  16.145427  11.478232  16.346270  0.000
C  16.936884  10.349185  16.320683  0.000
C  17.283898  9.483755  15.073662  0.001
C  16.614167  10.877295  19.877934  0.000
C  17.864935  10.718439  20.343679  0.000
C  18.109420  10.966692  21.620239  0.000
C  17.204152  11.382737  22.590594  0.000
C  15.965431  11.868711  22.058857  0.000
C  15.572992  11.412609  20.737494  0.000
H  15.943393  8.044332  18.400972  0.000
H  17.873518  8.239979  18.904498  0.000
H  17.233667  7.900480  17.193395  0.000
H  15.733920  11.939337  15.414734  0.000
H  16.211464  9.779172  14.634537  0.001
H  17.453083  8.510649  15.431739  0.000
H  18.091589  10.276536  14.729909  0.000
H  18.492817  10.506806  19.503683  0.000
H  19.262573  10.697375  22.011834  0.000
H  17.605483  11.614998  23.571856  0.000
H  15.131460  12.166096  22.447497  0.000
H  14.569677  11.642662  20.362868  0.000

Cartesian forces (eV/Å) of the 6 atoms listed first:
0.63 -0.55 0.66
-5.36 2.60 -8.28
-1.02 7.17 1.37
1.55 -2.72 3.89
3.00 -2.69 2.41
-1.94 3.41 4.07

## Properties
HOMO-LUMO gap (spin up / spin down), eV: 3.536 / 5.913
Spin multiplicity: 2
Net charge: -2
Highest occupied orbital energy (spin up / spin down), eV: 0.142 / -2.236
Molar mass, g/mol: 1007.99
E_LUMO (spin up / spin down), eV: 3.68 / 3.68